1.
Molecular formula: C42H84O42
Method: DFT, the ωB97M-V functional and the def2-TZVPD basis

Positions of all 168 atoms, in Å:
C: -3.3285 -4.1537 -3.2571
C: -1.5264 5.2625 -1.2017
O: -2.7850 -2.8974 -3.0744
O: -4.3446 -2.8304 4.6336
H: -1.2575 -1.2484 2.0636
C: 1.5417 -4.3336 1.0390
C: 1.6697 1.8788 1.9582
O: 0.9834 0.7024 2.3388
H: -0.5189 1.5378 1.6368
H: -4.4279 4.8864 3.2567
H: 3.4130 0.3774 -5.7950
O: 4.0389 -3.2595 1.7350
C: 2.7272 -1.1668 1.9529
O: -3.7160 2.1121 3.8450
O: 4.1334 -0.9583 1.8248
H: -2.2132 0.9161 1.8411
H: 2.0169 -6.0828 -3.3562
H: -3.0590 4.4257 4.1998
H: -2.0430 1.0307 3.1376
H: -5.3174 0.9298 7.4509
O: 1.0562 5.2145 -3.0013
H: -1.8121 1.6707 0.3488
H: 3.7308 -0.3595 -4.4322
O: 3.8735 1.1670 1.0274
H: 0.2967 -7.2651 -0.3666
C: 0.4723 -6.6316 -1.2360
O: -3.7329 4.9011 0.4522
H: 2.3290 -0.2689 2.4254
H: 0.2413 -6.0086 -2.9692
H: 2.2317 -1.2818 0.9889
C: -2.5972 0.1475 -1.6794
H: -2.8935 5.8461 2.9735
H: 0.7438 -6.1197 -4.5597
C: 4.5578 0.1725 1.2126
H: -0.8983 -0.7374 -5.3053
H: 6.0063 -2.1972 0.7318
O: 2.7315 1.4994 -4.1017
H: -5.9889 -3.9361 5.4055
C: -1.2803 -0.6999 4.6611
C: -1.3815 1.0771 1.1552
H: 0.7312 -4.4371 0.3176
C: -0.8574 -4.9576 -0.2396
H: -2.2176 -1.0947 4.2691
H: 1.9547 -2.1697 -0.9543
O: -0.6134 3.0425 1.3529
H: -3.0354 -4.9549 -2.5787
H: -0.8103 0.8214 -2.8676
O: 0.7317 1.9369 -3.2469
C: -0.5310 -1.1120 -4.3498
H: 1.5763 3.1060 0.3999
C: -3.3379 4.8913 3.2546
H: 0.8189 3.9868 2.5917
O: 1.1811 -4.2551 -3.8080
C: -0.0795 0.8157 3.1168
H: -2.2644 4.5945 -1.6457
H: 0.7009 -3.1318 -1.6976
H: 2.1286 -0.5349 -1.6387
H: -1.9525 6.2516 -1.0339
O: 5.8055 0.0147 0.7606
O: 2.9322 4.8295 -1.7179
H: 1.1816 -3.7359 1.8764
H: -0.2033 1.7220 -1.4966
H: -0.5255 3.3295 3.3401
C: -3.3924 2.2516 -0.8136
H: -3.1053 -3.4532 -0.5615
H: 0.0880 -0.2763 -4.0233
H: -3.6763 3.1046 -1.4299
C: -2.7965 1.7542 2.8265
C: 3.5710 -3.1793 0.5692
O: -2.7245 -2.1469 3.2301
O: -0.2443 -0.4279 3.6081
C: -0.4324 1.7963 -2.5596
C: -4.0281 1.1611 4.7722
C: -5.6334 0.6770 6.4388
C: -2.2484 -2.9967 -0.0661
C: 0.1226 -3.4599 -3.8701
H: 2.6195 2.2728 -0.8326
O: -3.3693 0.1059 4.8813
H: 1.8348 2.5891 2.7684
H: -2.7782 -1.6528 1.2751
O: -4.9961 1.6293 5.5717
O: 1.4274 -0.2186 -3.1657
O: -0.7052 1.8294 3.3639
H: 1.9472 -5.3354 1.1812
C: 1.8158 4.5164 -2.0734
O: -3.9979 -2.2616 -1.1885
C: 1.6453 6.2861 -3.7569
H: -0.7109 5.4074 -1.9102
O: -0.9982 4.7797 0.0271
O: 2.4624 -3.6011 0.1342
O: 5.2656 1.2396 -2.8270
H: -2.0462 0.9992 -2.0782
C: 2.7234 -0.0384 -0.8720
C: -5.7187 -2.9214 5.1131
C: -4.0241 -1.9695 3.6258
H: 2.2472 6.8800 -3.0691
O: 0.9209 0.5153 -0.4218
C: 1.0460 -5.6620 -3.6177
O: -0.7398 2.6555 -0.8331
O: -2.2741 -1.0965 -2.2501
H: 3.1788 -0.7567 -0.1902
H: 1.9112 0.4532 -0.3364
O: 4.1872 -2.4432 -0.3785
H: -3.6371 0.4445 -1.8157
C: -3.1220 -2.0674 -2.1037
H: -2.7390 -0.2982 2.3882
H: -5.8106 -2.1691 5.8965
H: -0.6692 4.8775 2.5262
C: -3.3573 3.8715 1.0682
H: -1.4823 0.0175 5.4565
O: 5.4105 -0.6166 -1.6123
H: 2.2758 6.0700 -4.6193
H: -2.6222 1.6773 -1.3284
H: -4.4170 -4.2071 -3.2365
O: -0.8964 -0.2003 0.7468
H: 0.9239 6.9744 -4.1973
C: -2.3372 -1.2948 2.2054
O: 3.5507 0.8342 -1.6257
H: -6.7041 0.8732 6.3805
H: -6.5398 -2.8208 4.4033
O: -3.0915 2.6149 0.5372
H: -2.2139 -1.9343 -0.3073
O: 1.1083 3.4476 -1.5844
H: 1.1315 -1.4154 -2.2821
H: 6.0759 -3.0276 -0.9751
C: -0.7654 3.4216 0.1384
H: 7.4240 0.8149 -0.2054
H: -0.7627 -1.4732 5.2287
O: 0.3661 -2.2548 -4.4565
C: 4.7944 0.3897 -1.9871
O: -1.6246 -5.7175 0.3298
H: 1.0983 1.6701 -0.4769
H: -3.1859 -4.4886 -4.2846
O: 0.0266 -1.5784 -0.5875
H: -2.3706 0.1377 -0.6133
H: 6.8652 2.5615 -2.8378
C: 3.7043 0.6710 -4.7865
C: -0.2539 3.8738 2.4356
H: 5.8434 -1.4573 -0.8871
C: 5.6137 -2.3303 -0.2763
O: -1.0469 -3.6546 -0.4149
C: 6.4779 1.1672 0.2055
C: 1.6195 2.6223 -0.5759
H: -4.3675 1.7720 -0.8988
O: -4.8018 -1.1077 3.2190
H: 7.4023 0.9293 -2.5426
C: 1.5824 0.9602 -3.4381
C: 0.1575 -0.3731 -0.0979
H: -3.3685 1.4514 1.9494
O: -2.8941 3.8710 2.3321
H: 4.6896 1.1366 -4.8052
C: 6.6775 1.5208 -3.1019
H: -2.3182 -3.0082 1.0216
H: 2.5726 -2.0672 2.5473
H: 6.7826 1.7935 1.0440
H: 1.4983 -6.8203 -1.5517
H: -1.1464 2.5762 -2.8242
H: -0.1954 -6.8978 -2.0555
O: -0.9171 -3.7518 -3.4119
H: 2.5508 1.7189 1.3368
H: 6.0157 1.6275 -0.6678
H: 6.9886 1.4264 -4.1423
C: 0.9877 -2.1089 -1.4535
H: 0.9714 2.4153 1.3159
H: -1.4631 -1.3542 -3.8393
H: -2.2790 2.6623 2.5173
O: 0.2716 -5.3013 -0.8382
H: -5.4197 -0.3814 6.2901

- Total charge: 0
- Electronic energy: -4808.946254 a.u.
- Frontier orbital gap: 7.85 eV
- ΔE to the lowest compared entry with this formula, charge and spin: 5200.9 kJ/mol
- LUMO level: 0.018 Ha


2.
Molecular formula: C42H85BN4O9
Method: DFT, the ωB97M-V functional and the def2-TZVPD basis

Positions of all 141 atoms, in Å:
B: 2.4005 4.6839 -1.7427
H: 4.5988 -0.3588 -2.5162
H: -5.9691 -2.1622 1.1362
H: -7.4356 4.3424 -3.9588
C: -0.6556 0.0136 0.5196
C: -2.8745 -4.6283 5.3733
C: 1.5230 -1.8715 -3.3218
C: -1.7080 -5.2990 4.5165
H: -3.5446 2.3664 -6.4950
H: -4.8890 4.9967 -4.4646
H: 4.9729 3.3342 0.6732
H: 5.6068 -6.5629 -1.8613
C: -1.5074 -3.2179 3.3447
H: 5.6631 2.0077 1.4620
C: 3.3333 0.5251 2.1516
H: 4.2132 -0.1076 2.2680
C: 4.5034 3.1971 2.7334
H: -5.0507 3.4945 -2.7043
C: 4.2365 5.1660 -3.0151
C: 3.0503 -4.1902 -2.1412
H: 3.7471 1.1781 0.0294
H: -2.0395 1.4528 -4.0934
H: -2.2073 3.6725 -5.1237
H: -5.1084 1.4866 -6.0114
C: -4.3979 1.5316 -2.5356
H: 4.2842 2.5974 4.8188
H: -0.7492 -5.0904 4.9912
H: 5.3349 3.8057 3.0889
H: 1.6656 -0.8455 5.5154
H: 4.3862 -0.3933 4.6992
H: 3.4386 -3.8299 -3.0939
C: 2.3291 -1.0243 4.6693
H: -2.9747 -1.4247 1.5421
H: -2.9613 2.7921 -1.4793
C: 0.1927 1.0470 -0.2263
O: 5.2618 2.9244 -2.7880
C: -2.8446 3.4923 -4.2580
H: -8.4331 5.0447 -5.2730
H: -3.4877 -3.0633 1.1193
O: 3.1509 3.4433 -1.8272
H: -6.1166 2.4378 -3.5366
C: -2.1567 2.3062 -3.4255
O: 5.1615 5.7148 -3.6385
H: -3.8780 -4.9521 5.0969
C: -3.9542 -2.5968 3.1560
C: 1.8160 1.8611 3.6347
H: 1.6867 -0.9137 3.7957
H: 1.6107 -4.0045 0.1620
C: 4.7237 2.5565 1.3951
C: -2.2414 -1.0832 4.2952
C: 4.2107 -4.9471 -1.4576
H: -3.0880 -0.5295 4.7010
H: 5.0921 -4.3366 -1.2613
H: -2.9085 -5.1298 6.3405
N: -4.2659 3.0418 -4.6565
N: -2.6931 -2.5254 4.0770
C: 4.3770 2.1919 3.8113
O: 1.0529 4.4143 -2.1465
H: 1.8799 -2.6864 -3.9516
C: -6.4405 4.0512 -5.7931
H: 2.2776 -3.2669 4.6383
H: -3.8097 -2.6987 5.9369
C: 2.6099 -0.8127 -3.3577
H: 0.5547 -3.2475 -1.9217
C: 3.9578 -1.2305 -2.6477
H: 2.1242 -4.7635 -2.1826
H: -5.3006 -0.6848 1.7953
H: -4.3715 -3.5922 3.3082
H: -6.9024 5.7825 -4.7845
H: 3.2333 -1.0644 -0.6252
H: -4.7148 -1.9794 3.6339
H: -1.6835 0.3236 0.7081
C: -4.1392 1.8885 -5.7163
C: -5.0573 2.6203 -3.3554
H: -6.8155 3.0280 -5.8165
H: 3.3960 -2.5900 5.7951
C: -5.0798 -1.5321 1.1462
O: -1.0358 4.3939 -1.1267
H: 0.3737 2.0217 0.2268
H: -0.8038 -5.1586 2.5999
H: 3.7290 -2.5953 3.9944
H: -0.2108 1.3631 -1.1882
H: 2.6583 2.2023 0.9722
N: 3.2033 1.1885 3.6204
H: -2.5644 -5.0055 2.6182
H: -6.3556 4.4934 -6.7858
H: -2.8123 4.3920 -3.6434
C: -7.4196 4.8343 -4.9313
H: 1.7694 2.6818 2.9188
H: 3.8845 -6.7987 -2.3404
C: -4.9765 4.3115 -5.3078
H: -4.3650 4.6315 -6.1515
C: 1.1033 5.0013 0.1588
H: 4.6026 -2.1558 -0.7811
H: -1.4274 -1.0655 5.0199
H: -3.6444 1.0486 -5.2287
H: 2.3063 0.1375 -2.9185
H: 3.2047 -3.1577 0.7728
H: 0.8254 -1.5814 -1.4204
H: -0.7853 -0.8706 -0.1045
C: 2.9956 -2.4608 4.7896
H: 4.8892 -5.7062 -3.2661
H: -1.8302 -6.3791 4.4360
H: 0.7107 -1.4726 -3.9293
C: 2.2704 -3.1383 0.2116
H: 1.0157 1.1609 3.3955
H: -4.4282 0.6887 -3.2260
C: -2.8850 -3.1055 5.5275
C: 3.5558 1.5857 1.0220
H: 4.4936 -1.9496 -3.2674
H: -1.9765 -2.8393 6.0677
C: 4.3075 3.6809 -2.5567
C: 0.2074 4.5311 -1.0683
O: 0.7045 5.2628 1.2760
N: 2.6030 -2.8930 -1.2891
H: 1.6210 2.3599 4.5840
C: 3.4014 0.0722 4.7381
O: 3.0799 5.6139 -2.5928
O: -0.0898 -0.5348 1.6762
C: -2.9626 1.9479 -2.1688
C: 4.7098 -6.0910 -2.2622
H: -4.9204 1.2215 -1.6307
H: 2.4810 -0.1003 1.8861
H: -1.1213 2.4916 -3.1398
H: -2.6129 1.0810 -1.6081
H: 3.7223 3.9573 2.7391
H: 1.7679 -2.2656 0.6288
H: 3.9113 -5.3527 -0.4912
H: 3.4651 0.6147 5.6814
H: 1.1483 0.6841 -0.6049
C: 1.2735 -2.4283 -1.9401
H: -0.6418 -2.9819 3.9636
H: -1.3078 -2.6960 2.4088
H: -4.7481 -1.2639 0.1431
H: 5.2780 1.5839 3.8936
H: -1.9315 -0.6055 3.3657
C: -1.6483 -4.7345 3.1430
C: 3.6987 -1.8030 -1.2777
C: -3.7722 -2.1588 1.6568
O: 2.3775 5.0896 -0.3518
H: 2.7254 -0.5566 -4.4109

- Total charge: +2
- Electronic energy: -2571.858207 a.u.
- Frontier orbital gap: 7.21 eV
- LUMO level: -0.138 Ha


- Among the records above, which one has the lowest frontier orbital gap?
  C42H85BN4O9


- Among the records above, which one has the lowest total charge?
  C42H84O42


- Which of these has the highest LUMO level?
  C42H84O42